[1]
50
Properties=species:S:1:pos:R:3:mulliken_charge:R:1 method="wB97M-V/def2-TZVPD" max_force_ev_per_a=0.86 e_lumo_ha=0.015 gap_ev=8.2 total_energy_ev=-38942.847 multiplicity=1 e_homo_ev=-7.77 de_lowest_kj_mol=0.0
C 0.3892 2.6237 -1.3972 -0.39
O 1.7921 2.6484 -1.2802 -0.38
C 2.2310 2.8457 0.0490 -0.13
C 3.7361 2.5763 0.0850 -1.21
N 3.9898 1.2128 -0.3191 -0.15
C 3.9997 0.1981 0.5802 0.56
S 4.2504 0.5010 2.1920 -0.47
N 3.9201 -1.0806 0.1130 0.16
C 3.4956 -2.1220 1.0256 -1.52
C 1.9682 -2.2097 1.0209 -0.25
C 1.4461 -2.4708 -0.3984 -0.43
N -0.0104 -2.4786 -0.4463 -0.17
C -0.7724 -1.3905 -0.1091 0.51
O -0.3049 -0.2915 0.1071 -0.69
N -2.1149 -1.6813 -0.0845 -0.13
C -3.1912 -0.8230 0.1686 0.79
C -3.0358 0.4952 0.5852 -0.28
C -4.1490 1.2772 0.8228 -0.88
C -5.4368 0.7801 0.6599 0.83
C -6.6272 1.6484 0.9329 -1.37
C -5.5817 -0.5375 0.2485 -0.88
C -4.4772 -1.3307 0.0051 -0.69
C 2.0147 -1.4355 -1.3769 0.46
C 3.5393 -1.4012 -1.2468 -1.45
H 0.1693 2.4978 -2.4558 0.24
H -0.0366 1.7893 -0.8297 0.01
H -0.0532 3.5620 -1.0426 0.34
H 2.0139 3.8719 0.3792 0.52
H 1.7156 2.1458 0.7226 0.16
H 4.1234 2.7240 1.0937 0.48
H 4.2464 3.2412 -0.6151 0.33
H 3.5914 1.0282 -1.2290 0.29
H 3.8583 -1.8793 2.0248 0.49
H 3.9404 -3.0679 0.7031 0.42
H 1.6363 -3.0023 1.6936 0.45
H 1.5610 -1.2619 1.3761 0.09
H 1.7699 -3.4689 -0.7192 0.50
H -0.4497 -3.3842 -0.4346 0.29
H -2.3901 -2.6187 -0.3412 0.17
H -2.0473 0.8982 0.7212 0.45
H -4.0134 2.2993 1.1455 0.37
H -6.5653 2.5722 0.3595 0.34
H -6.6660 1.9153 1.9888 0.31
H -7.5506 1.1373 0.6724 0.33
H -6.5705 -0.9527 0.1152 0.29
H -4.6125 -2.3555 -0.3150 0.31
H 1.7231 -1.6906 -2.3970 0.41
H 1.5976 -0.4588 -1.1317 -0.29
H 3.9872 -0.7031 -1.9549 0.44
H 3.9504 -2.3928 -1.4670 0.43

[2]
9
Properties=species:S:1:pos:R:3:mulliken_charge:R:1 method="wB97M-V/def2-TZVPD" max_force_ev_per_a=3.44 e_lumo_ha=0.027 gap_ev=9.8 total_energy_ev=-17427.459 multiplicity=1 e_homo_ev=-9.04 de_lowest_kj_mol=32.6
S -1.3837 -1.1148 0.9088 -0.26
C -0.0979 -0.0786 0.1540 0.56
N 0.1552 -0.3018 -1.1773 -0.52
C 1.0981 0.6823 -1.3861 -0.08
N 1.3312 1.3074 -0.2448 0.19
N 0.5179 0.8944 0.7698 -0.66
H -1.5414 -1.9836 -0.0724 0.16
H 1.6867 0.7838 -2.2782 0.37
H 1.9619 2.1133 -0.2323 0.24

[3]
15
Properties=species:S:1:pos:R:3:mulliken_charge:R:1 method="wB97M-V/def2-TZVPD" max_force_ev_per_a=1.48 e_lumo_ha=-0.016 gap_ev=8.6 total_energy_ev=-9300.574 multiplicity=1 e_homo_ev=-9.08 de_lowest_kj_mol=561.5
C -0.3097 -1.9354 0.2596 -1.26
C -0.3402 -0.8847 -0.8129 0.36
O -1.3800 0.1231 -0.6118 -0.42
C -0.4319 1.1276 -0.6681 0.70
N -0.4789 2.3445 -0.3383 -0.62
C 0.7011 0.2226 -0.7048 -0.46
N 0.7837 1.0882 1.2702 -0.61
H -0.1464 -1.4273 1.2113 0.31
H 0.5209 -2.6237 0.0659 0.33
H -1.2408 -2.5058 0.2863 0.33
H -0.4791 -1.3275 -1.8168 0.32
H -1.3605 2.5381 0.1324 0.25
H 1.6716 0.2868 -1.1911 0.37
H 1.3727 1.7570 0.7792 0.23
H 1.2700 1.0194 2.1899 0.18

[4]
79
Properties=species:S:1:pos:R:3:mulliken_charge:R:1 method="wB97M-V/def2-TZVPD" max_force_ev_per_a=2.72 e_lumo_ha=0.012 gap_ev=8.2 total_energy_ev=-89305.465 multiplicity=1 e_homo_ev=-7.88
C -1.4114 -4.6558 -2.2761 -1.52
C -1.5630 -3.1711 -2.4272 0.27
H -2.0812 -5.1594 -2.9848 0.40
H -1.6954 -4.9919 -1.2649 0.20
H -0.3889 -4.9981 -2.4749 0.30
C -2.7614 -2.6232 -2.7216 0.30
C -4.0251 -3.3883 -2.8992 -1.63
H -2.8448 -1.5495 -2.8893 0.33
H -4.4322 -3.7769 -1.9494 0.29
H -3.9186 -4.2343 -3.6007 0.41
H -4.7909 -2.7161 -3.3110 0.39
La -0.0305 0.8673 2.9347 1.70
Cl 1.4988 0.3979 0.6811 -0.79
Cl -0.4076 2.0229 5.3416 -0.67
H 4.5720 3.8802 5.4288 0.32
H 6.2807 3.1657 3.8043 0.29
C 4.0740 2.9054 5.3587 -0.94
C 5.7814 2.1952 3.7030 -0.87
N 4.3673 2.3196 4.0459 0.17
H 2.9925 3.0070 5.4943 0.28
C 3.4161 1.8303 3.2531 0.37
O 2.1818 1.9669 3.4726 -0.59
H 5.8743 1.8366 2.6697 0.27
H 3.7887 1.2849 2.3667 0.23
H 4.4926 2.2639 6.1456 0.32
H 6.2812 1.4845 4.3753 0.34
H -3.2647 -1.4554 1.0164 0.22
H -4.7072 0.3223 -1.1126 0.25
C -3.8869 -0.7345 1.5712 -0.85
C -5.0090 0.7228 -0.1288 -0.82
N -3.9586 0.5529 0.8679 0.25
H -3.4636 -0.5983 2.5722 0.30
C -3.0351 1.4815 1.0497 -0.25
O -1.9804 1.2556 1.7111 -0.35
H -5.2133 1.7942 -0.2427 0.33
H -3.2161 2.4718 0.5954 0.49
H -4.9102 -1.1109 1.6454 0.34
H -5.9057 0.1936 0.2059 0.32
O 0.1220 -2.4378 -0.8285 -0.33
C -0.3088 -2.3269 -2.1946 -0.21
C -1.3146 -0.0820 -1.6862 0.77
C -0.5118 -0.8552 -2.5308 0.30
H -1.5536 -0.4817 -0.6965 0.17
C -1.8307 1.1276 -2.1526 -0.33
H 0.4771 -2.7358 -2.8534 0.58
C 0.0070 -0.3072 -3.7111 -0.51
H -2.5201 1.7055 -1.5326 0.21
C -1.4608 1.5928 -3.4150 -0.95
C -0.5075 0.9054 -4.1720 -0.73
H 0.7647 -0.8723 -4.2624 0.43
H -1.9204 2.5061 -3.8115 0.35
H -0.1669 1.3195 -5.1267 0.36
Si 1.4195 -3.2038 -0.2506 0.61
Cl -0.8989 -1.2770 3.8189 -0.61
C 1.4336 -2.9906 1.5994 -0.58
C 2.9786 -2.6080 -1.0823 -0.90
C 1.3574 -5.0726 -0.5358 -1.32
H 1.7462 -1.9688 1.8528 -0.09
H 2.1322 -3.7032 2.0640 0.38
H 0.4363 -3.1384 2.0330 0.22
H 0.3581 -5.4979 -0.3649 0.32
H 2.0506 -5.5086 0.2012 0.38
H 1.6914 -5.3510 -1.5513 0.28
H 2.8020 -2.3969 -2.1425 0.27
H 3.7389 -3.3985 -1.0111 0.40
H 3.3441 -1.6934 -0.5919 0.17
C -0.7759 4.7247 -0.1989 -1.32
P 0.4636 3.4016 0.1022 0.90
C 1.0450 3.1474 -1.6321 -1.16
C 1.8728 4.4170 0.7253 -1.31
H -1.2110 4.6184 -1.2004 0.34
H -0.3132 5.7143 -0.0938 0.42
H -1.5646 4.5972 0.5560 0.24
H 1.9059 3.7972 -1.8440 0.49
H 1.3412 2.0939 -1.7246 0.11
H 0.2338 3.3662 -2.3393 0.31
H 1.6804 5.4802 0.5351 0.41
H 1.9639 4.2344 1.8050 0.20
H 2.7927 4.0990 0.2169 0.35